1.
Below is C26H39N3O7 in the gas phase, with properties calculated with ωB97M-V with the def2-TZVPD basis set.

```
75
Properties=species:S:1:pos:R:3:forces:R:3
C -2.548685 -3.954078 1.523216 -0.039 0.269 -0.202
C -3.615611 -3.113431 0.824078 -0.203 -0.638 0.103
C -4.814731 -2.894624 1.747556 0.367 0.120 -0.246
C -4.058543 -3.759634 -0.487159 0.198 0.242 0.089
O -3.123683 -1.766985 0.584727 -0.102 0.088 0.058
C -2.079588 -1.536166 -0.213179 -0.049 0.469 0.122
O -1.433448 -2.366918 -0.824602 -0.034 -0.425 -0.275
N -1.836592 -0.209075 -0.269577 -0.136 0.202 0.157
C -0.766987 0.388244 -1.050430 0.233 0.016 0.029
C -1.002736 1.891861 -1.227967 0.315 -0.158 0.174
O -1.858880 2.228625 -2.289140 -0.154 0.018 -0.107
C -3.198403 1.777305 -2.176973 -0.157 -0.030 -0.281
C -3.908883 2.263360 -0.937988 0.099 -0.055 -0.017
C -3.800107 3.595530 -0.556634 -0.011 -0.043 -0.028
C -4.434947 4.051327 0.584478 0.026 0.083 -0.031
C -5.190981 3.181490 1.353082 -0.057 -0.030 0.085
C -5.308262 1.854482 0.976619 -0.087 -0.005 0.103
C -4.666630 1.395692 -0.161409 0.020 0.084 -0.135
C 0.561996 0.125137 -0.306270 -0.425 -0.031 -0.630
O 1.055117 0.939749 0.449520 0.108 0.348 0.388
N 1.063422 -1.085456 -0.571517 0.204 -0.509 -0.168
C 2.130401 -1.716946 0.173288 0.312 -0.540 0.157
C 1.573454 -2.941874 0.927316 0.306 0.493 0.346
O 0.897615 -3.845646 0.096336 -0.312 -0.199 -0.563
C 3.287291 -2.148592 -0.765939 -0.393 0.356 -0.049
O 4.358547 -2.651297 -0.033555 0.347 -0.134 0.387
C 3.656698 -1.003771 -1.706642 0.105 -0.252 0.005
C 5.077571 -0.649426 -1.976429 -0.065 -0.109 -0.107
C 4.206856 0.329368 -1.225978 -0.114 0.216 -0.052
C 4.492339 0.594981 0.212110 0.030 0.190 -0.300
O 5.005806 -0.244064 0.954223 0.137 -0.328 0.200
N 4.204475 1.818596 0.677507 0.070 -0.030 0.193
C 3.512414 2.895425 -0.009107 -0.284 0.244 -0.537
C 3.415420 4.004701 1.038302 -0.048 -0.103 0.003
C 3.345362 3.218875 2.343958 0.133 0.012 -0.096
C 4.356604 2.108650 2.094952 0.088 -0.163 0.445
H -2.989152 -4.886704 1.864062 -0.063 -0.099 0.050
H -1.729475 -4.186340 0.848797 0.044 -0.049 0.030
H -2.156396 -3.417913 2.384991 0.027 0.019 0.110
H -4.492859 -2.415644 2.668351 0.017 0.032 0.129
H -5.278219 -3.846971 1.985366 -0.042 -0.113 0.019
H -5.547907 -2.254953 1.263055 -0.111 0.052 -0.054
H -3.209971 -3.885999 -1.153809 -0.020 -0.054 -0.029
H -4.490961 -4.734639 -0.282521 -0.086 -0.101 0.046
H -4.805155 -3.139634 -0.979617 -0.109 0.034 -0.042
H -2.370916 0.389130 0.343444 -0.010 -0.059 -0.030
H -0.740191 -0.099654 -2.032393 -0.004 0.096 0.086
H -0.050882 2.366364 -1.477447 -0.079 -0.080 0.163
H -1.356429 2.313023 -0.276239 0.100 0.005 -0.081
H -3.688862 2.184603 -3.067648 0.016 -0.130 0.101
H -3.245753 0.681304 -2.231706 -0.045 0.129 -0.008
H -3.207876 4.266509 -1.161595 0.075 0.083 -0.045
H -4.342143 5.087641 0.873706 0.005 0.087 0.028
H -5.687869 3.537380 2.243196 -0.036 0.027 0.077
H -5.896004 1.171996 1.572555 -0.053 -0.055 0.059
H -4.759421 0.357974 -0.449451 0.031 -0.130 -0.028
H 0.522961 -1.705686 -1.162960 -0.051 0.303 0.075
H 2.505964 -0.989587 0.898416 -0.008 -0.095 -0.083
H 0.919739 -2.594909 1.741379 0.075 -0.015 -0.031
H 2.416482 -3.490129 1.352797 -0.082 0.126 0.052
H 0.089549 -3.433237 -0.249469 0.072 -0.107 0.197
H 2.928019 -2.988172 -1.376932 -0.003 0.180 0.001
H 4.748223 -1.901549 0.469706 -0.089 -0.121 -0.116
H 2.965269 -0.920426 -2.537738 0.088 0.131 0.003
H 5.380394 -0.398473 -2.981556 -0.051 0.098 -0.063
H 5.827610 -1.169665 -1.399358 -0.034 -0.017 0.121
H 3.859007 1.189650 -1.780339 0.009 -0.046 -0.039
H 2.511507 2.560092 -0.298519 0.109 0.076 -0.051
H 4.064416 3.218842 -0.895929 -0.073 -0.013 0.037
H 4.314384 4.622795 1.020136 0.008 0.046 -0.008
H 2.548028 4.640772 0.877046 0.007 0.060 -0.058
H 2.350327 2.789689 2.459677 -0.041 -0.022 0.054
H 3.587550 3.817881 3.218789 -0.023 -0.006 0.057
H 5.380497 2.445696 2.294933 -0.060 -0.048 0.081
H 4.173579 1.202866 2.674811 0.065 0.109 -0.027
```
Positions in Å, forces in eV/Å.

Calculated values
HOMO level   -0.331 Eh
Total charge   0
SMILES   CC(C)(C)OC(=O)N[C@@H](COCc1ccccc1)C(=O)N[C@@H](CO)[C@H](O)[C@@H]1C[C@@H]1C(=O)N1CCCC1
Energy above the lowest of the compared OMol25 structures with the same formula, charge and spin   244.1 kJ/mol


2.
Below is a molecular structure, C26H39N7O5RuS2, with properties calculated with ωB97M-V with the def2-TZVPD basis set.

```
80
Properties=species:S:1:pos:R:3:forces:R:3
Ru 0.514972 -0.272621 -0.618007 -0.222 -0.294 0.308
C 4.307008 -0.571099 1.881725 -0.012 0.018 0.027
C 3.283717 -0.508526 0.799455 -0.035 0.061 -0.038
N 2.101683 -0.044198 0.948113 0.179 -0.142 0.223
N 1.681641 0.470668 2.152255 0.088 -0.038 -0.311
C 0.597760 1.169617 1.935360 -0.158 0.179 0.049
O 0.075761 1.349524 0.758628 0.101 0.208 -0.074
C -0.093186 1.795939 3.084399 -0.038 -0.028 -0.075
C -1.390802 2.270356 2.908606 0.022 0.031 0.086
C -2.076706 2.831331 3.974851 0.047 -0.023 -0.013
C -1.465282 2.924268 5.217132 0.006 0.008 -0.010
C -0.169242 2.456190 5.392590 -0.007 -0.008 0.020
C 0.515583 1.887753 4.332507 0.049 -0.011 0.005
C 3.598978 -0.960297 -0.581823 -0.010 0.028 0.055
C 4.743551 -1.680994 -0.879185 -0.046 0.047 0.005
C 4.966097 -2.071757 -2.190934 -0.004 0.012 -0.046
C 4.053188 -1.712243 -3.166572 0.034 0.034 0.023
C 2.938493 -0.978832 -2.788291 0.027 0.054 -0.003
N 2.715875 -0.615751 -1.531846 -0.001 -0.167 0.072
H 3.980189 0.017280 2.733514 -0.004 -0.002 -0.013
H 5.270728 -0.206721 1.526626 0.004 0.013 0.003
H 4.440107 -1.604785 2.209635 0.001 -0.022 -0.018
H -1.857051 2.178947 1.938579 -0.032 -0.015 -0.042
H -3.088043 3.189715 3.839265 -0.019 0.007 -0.001
H -1.998704 3.360705 6.050680 -0.007 0.013 0.015
H 0.306519 2.532787 6.360613 0.006 0.002 0.021
H 1.522548 1.513783 4.459712 -0.015 0.005 -0.005
H 5.441883 -1.939051 -0.097327 0.016 -0.020 0.013
H 5.847456 -2.643724 -2.445922 0.012 -0.015 -0.008
H 4.198709 -1.981074 -4.202483 -0.001 -0.012 -0.020
H 2.199473 -0.659008 -3.514048 -0.014 -0.018 0.003
C -3.243101 -1.117118 -0.157473 -0.035 0.039 0.001
N -2.820998 -2.055748 0.867776 -0.025 -0.166 -0.075
C -3.608784 -3.272718 1.023355 0.014 0.015 0.018
C -3.385869 -3.834175 2.413123 -0.002 0.020 -0.003
C -1.903940 -4.069306 2.616278 -0.025 0.062 0.035
N -1.140239 -2.878601 2.260505 0.048 -0.157 -0.068
C 0.232226 -2.837115 2.738531 0.020 0.004 -0.037
C -1.561585 -1.991552 1.345535 -0.099 0.131 0.066
O -0.809353 -1.037650 1.002793 0.082 0.123 -0.105
H -4.327523 -1.031824 -0.106731 -0.008 0.023 -0.003
H -2.951813 -1.446189 -1.156909 -0.017 0.010 0.030
H -2.804937 -0.140519 0.037137 -0.008 -0.022 -0.022
H -3.319340 -4.000250 0.258404 -0.025 0.013 0.001
H -4.654929 -3.010289 0.868227 -0.002 -0.010 0.029
H -3.931471 -4.768223 2.540460 0.003 -0.012 -0.010
H -3.754450 -3.121979 3.154590 -0.003 -0.020 0.005
H -1.553451 -4.906063 2.002912 -0.019 -0.015 0.013
H -1.688809 -4.300558 3.661094 -0.017 -0.006 -0.024
H 0.288384 -2.362512 3.719939 0.011 0.000 0.013
H 0.861259 -2.293106 2.041633 -0.031 -0.005 0.013
H 0.596385 -3.861672 2.814986 0.040 0.003 0.004
C 0.604677 -3.899490 -2.763617 -0.014 -0.063 -0.053
S -0.067206 -3.061894 -1.372286 0.059 0.266 0.077
O -0.979183 -3.961388 -0.723438 0.002 0.001 -0.019
O 1.070380 -2.603410 -0.538919 0.079 -0.183 0.048
O -0.690126 -1.806062 -1.890919 0.123 -0.100 -0.112
H 1.176216 -4.747818 -2.396717 0.010 -0.036 0.010
H 1.239321 -3.219210 -3.322649 0.041 0.042 0.003
H -0.225694 -4.240209 -3.376310 -0.017 -0.013 -0.022
C -1.676844 5.270936 -1.152841 0.001 0.017 0.006
C -0.281902 4.701093 -0.926408 0.006 0.005 0.015
N -0.190436 3.272215 -1.207839 0.052 -0.082 0.158
C -0.080050 2.738685 -2.412167 -0.035 -0.104 -0.161
S 0.000659 1.020394 -2.687891 -0.240 0.353 0.104
N -0.071068 3.542173 -3.476684 0.046 0.009 0.014
C -0.013879 3.115711 -4.875266 0.036 0.022 0.038
C -1.388673 2.825149 -5.451064 0.009 -0.014 -0.013
H -1.683911 6.337523 -0.931750 -0.002 0.010 0.009
H -2.395616 4.781067 -0.497865 -0.010 -0.010 0.015
H -2.022803 5.138114 -2.178476 0.011 -0.009 -0.018
H -0.003430 4.814825 0.120596 0.014 0.031 -0.022
H 0.476627 5.238393 -1.504461 -0.029 -0.009 0.003
H -0.173169 2.648112 -0.398181 0.028 -0.083 -0.130
H -0.215039 4.525314 -3.312494 -0.001 0.003 -0.010
H 0.629420 2.239546 -4.929758 -0.011 0.022 -0.030
H 0.479419 3.919616 -5.420870 -0.008 -0.010 -0.026
H -1.875928 2.022703 -4.899120 -0.003 -0.020 0.014
H -1.297218 2.517883 -6.491755 -0.006 -0.006 -0.032
H -2.025094 3.709037 -5.414847 -0.011 0.027 0.003
```
Positions in Å, forces in eV/Å.

Calculated values
HOMO level (alpha / beta)   -0.397 / -0.397 Eh
Total charge   +1
Energy above the lowest of the compared OMol25 structures with the same formula, charge and spin   0.0 kJ/mol
2S+1   6


3.
Below is a molecular structure, C26H40BaNP2Te, with properties calculated with ωB97M-V with the def2-TZVPD basis set.

```
71
Properties=species:S:1:pos:R:3:forces:R:3
Ba -0.838155 -0.555262 2.610639 0.132 -0.003 0.021
C 0.533292 -5.146548 -0.112236 0.001 0.000 0.008
C 0.086787 -4.133547 0.934686 0.061 -0.007 -0.026
C 1.266551 -3.587437 1.739480 -0.022 0.001 -0.011
P -0.885013 -2.697013 0.279084 -0.109 -0.094 0.020
C -2.345495 -3.492588 -0.527071 0.024 -0.018 0.002
C -3.083879 -4.365751 0.489539 -0.013 -0.014 0.013
C -3.252843 -2.388684 -1.067067 -0.022 0.011 -0.009
C 0.116673 -2.045810 -1.097388 0.008 0.034 0.075
C 0.146103 -2.643336 -2.353175 -0.007 -0.028 -0.027
C 0.854516 -2.128143 -3.430242 -0.010 0.014 0.061
C 0.873270 -2.814040 -4.769885 0.004 -0.003 -0.012
C 1.556892 -0.947769 -3.198169 0.028 0.014 -0.012
C 1.559444 -0.323687 -1.966968 0.007 -0.020 -0.038
C 0.839126 -0.839346 -0.858743 -0.010 0.023 0.152
N 0.763000 -0.215457 0.357839 0.012 0.019 -0.285
C 1.560944 0.904315 0.559661 -0.061 -0.145 0.019
C 2.970038 0.805793 0.576503 -0.012 0.009 -0.007
C 3.773585 1.899777 0.797971 -0.002 -0.063 -0.015
C 3.222726 3.164819 1.020307 0.034 0.112 0.024
C 4.104440 4.360928 1.269325 -0.019 -0.025 0.013
C 1.845726 3.270271 1.026944 -0.052 0.005 0.005
C 0.998738 2.171837 0.819347 -0.049 0.103 -0.010
P -0.830763 2.286078 0.888421 0.069 -0.063 0.168
C -1.312625 3.178229 -0.650425 0.058 0.053 0.023
C -2.830167 3.351321 -0.652687 -0.025 0.009 -0.050
C -0.844518 2.377185 -1.861886 -0.020 -0.025 -0.008
C -1.195698 3.504164 2.268977 0.006 -0.146 -0.092
C -1.173899 5.005206 1.996682 -0.104 0.047 0.023
C -0.345323 3.147636 3.492756 0.297 0.172 0.288
H 1.036719 -5.990150 0.368940 -0.003 0.005 0.005
H 1.233844 -4.694952 -0.818090 0.001 0.002 -0.002
H -0.309364 -5.545522 -0.681859 0.000 0.003 0.001
H -0.596422 -4.602739 1.648545 -0.018 0.006 -0.003
H 1.864214 -2.883969 1.152434 0.002 0.005 0.004
H 1.919675 -4.400856 2.066492 -0.007 -0.002 -0.003
H 0.893990 -3.099486 2.645856 0.045 0.016 0.018
H -2.023434 -4.119630 -1.363586 0.009 0.003 -0.004
H -3.247918 -3.837387 1.433883 0.000 0.020 -0.015
H -2.525003 -5.273071 0.723561 -0.006 0.000 -0.010
H -4.053834 -4.667593 0.084214 -0.003 0.002 -0.001
H -3.628839 -1.773692 -0.245218 0.001 -0.002 0.002
H -4.115611 -2.821799 -1.580306 0.001 0.010 -0.007
H -2.724369 -1.739773 -1.769039 -0.004 0.002 -0.001
H -0.418304 -3.558159 -2.504181 0.001 0.001 -0.022
H 0.057064 -3.533766 -4.851161 0.001 0.001 0.005
H 1.806785 -3.359156 -4.937800 0.003 0.002 -0.001
H 0.764969 -2.096912 -5.586811 0.003 -0.003 -0.006
H 2.114503 -0.491844 -4.012083 0.002 -0.004 -0.003
H 2.111062 0.601171 -1.858688 0.001 0.009 0.016
H 3.408664 -0.168994 0.397453 -0.012 -0.003 -0.005
H 4.852604 1.779970 0.799109 -0.002 -0.003 0.004
H 4.871455 4.461674 0.498938 -0.005 -0.005 -0.010
H 4.618661 4.280721 2.230342 0.003 0.007 -0.002
H 3.519037 5.280960 1.282590 0.005 0.003 0.000
H 1.413057 4.249574 1.191610 -0.030 0.006 0.017
H -0.824230 4.159413 -0.657930 -0.028 -0.001 -0.011
H -3.320991 2.375952 -0.687775 0.008 -0.001 -0.006
H -3.149140 3.921525 -1.528723 -0.009 -0.007 -0.001
H -3.192173 3.870254 0.236630 -0.021 -0.004 -0.025
H -1.225195 1.352747 -1.824625 -0.001 0.012 -0.010
H 0.242267 2.314488 -1.902584 0.009 -0.001 -0.014
H -1.200743 2.840185 -2.785804 0.009 0.004 -0.001
H -2.230651 3.247241 2.518591 -0.010 0.025 -0.059
H -0.183633 5.381986 1.746338 0.061 -0.043 -0.019
H -1.503119 5.537070 2.894393 -0.003 0.027 -0.023
H -1.852112 5.276194 1.186868 0.039 0.044 0.012
H 0.124673 2.161242 3.448630 -0.158 -0.042 -0.029
H -0.913585 3.212478 4.422315 -0.039 -0.011 -0.041
H 0.500473 3.833083 3.586099 -0.013 0.013 -0.062
Te -2.248510 -2.581597 4.450212 -0.037 -0.066 -0.003
```
Positions in Å, forces in eV/Å.

Calculated values
HOMO level   -0.087 Eh
Total charge   -1
Energy above the lowest of the compared OMol25 structures with the same formula, charge and spin   0.0 kJ/mol